Record 1
This record from the Open Molecules 2025 dataset describes an isolated ion of composition C6H9N6 and charge +1. The level of theory is ωB97M-V with the def2-TZVPD basis set.

Geometry as XYZ:
```
21
Properties=species:S:1:pos:R:3:lowdin_charge:R:1
N 1.01 2.76 0.22 0.062
N 0.66 1.41 0.10 -0.087
C 2.02 0.58 -0.41 0.039
N 1.92 -0.78 0.11 0.138
C 0.76 -1.41 -0.02 -0.264
N 0.58 -2.69 0.24 0.193
C -0.45 -0.64 -0.04 -0.175
N -1.59 -1.32 -0.14 0.102
C -2.78 -0.75 -0.07 -0.086
C -2.77 0.65 -0.05 -0.098
N -1.68 1.37 0.07 0.158
C -0.49 0.73 0.09 -0.244
H 1.69 2.86 0.98 0.092
H 0.12 3.38 0.43 0.159
H 1.92 0.87 -1.38 0.106
H 2.90 0.93 0.08 0.125
H 2.77 -1.23 0.22 0.137
H -0.45 -3.02 0.11 0.169
H 1.31 -3.44 0.08 0.170
H -3.66 -1.44 -0.40 0.155
H -3.78 1.17 -0.23 0.150
```

Computed properties:
* structure (SMILES): NN1CNC(=[NH2+])c2nccnc21
* max |F|: 5.48 eV Å⁻¹
* total charge: +1
* energy above the lowest of the compared OMol25 structures with the same formula, charge and spin: 25.6 kcal per mole
* LUMO: -4.5 eV


Record 2
This record from the Open Molecules 2025 dataset describes C42H31BrCoN8O2SSe as an isolated structure. The level of theory is ωB97M-V with the def2-TZVPD basis set.

Geometry as XYZ:
```
87
Properties=species:S:1:pos:R:3:lowdin_charge:R:1
Co 2.18 1.45 0.49 0.477
S 0.97 1.24 4.79 1.123
C -0.49 0.82 3.95 -0.461
C -1.75 0.55 4.48 -0.092
C -2.76 0.21 3.60 -0.098
C -2.52 0.15 2.22 -0.081
C -1.27 0.42 1.70 -0.028
C -0.24 0.76 2.58 -0.303
N 1.08 1.03 2.23 0.051
C 1.81 1.29 3.27 -0.498
C 3.22 1.63 3.10 -0.235
C 4.10 1.84 4.16 -0.057
C 5.40 2.21 3.88 -0.094
C 5.80 2.36 2.56 -0.087
C 4.91 2.13 1.51 -0.093
C 3.59 1.75 1.75 -0.133
H -1.93 0.60 5.54 0.107
H -3.75 0.00 3.98 0.101
H -3.32 -0.12 1.55 0.104
H -1.08 0.37 0.64 0.089
H 3.77 1.73 5.18 0.095
H 6.11 2.37 4.69 0.098
H 6.82 2.66 2.34 0.099
H 5.27 2.27 0.50 0.091
Br -7.35 0.83 -1.67 0.716
C -5.93 1.78 -2.47 -0.704
C -5.63 1.57 -3.81 -0.134
C -4.57 2.24 -4.38 -0.029
C -3.78 3.11 -3.62 -0.295
C -4.12 3.34 -2.28 -0.012
C -5.19 2.67 -1.70 -0.128
N -2.67 3.67 -4.24 0.043
N -1.94 4.47 -3.51 0.053
C -1.01 4.15 -2.62 -0.257
C -0.47 5.20 -1.82 -0.021
C 0.42 4.97 -0.80 -0.003
C 0.85 3.67 -0.47 -0.348
O 1.68 3.41 0.47 -0.055
C 0.31 2.59 -1.26 -0.124
N 0.71 1.34 -0.87 0.038
C 0.31 0.30 -1.57 -0.139
C -0.46 0.42 -2.73 -0.037
C -0.88 1.67 -3.13 0.011
C -0.54 2.80 -2.36 -0.065
H -6.24 0.90 -4.40 0.098
H -4.30 2.09 -5.42 0.112
H -3.54 4.04 -1.69 0.110
H -5.45 2.84 -0.67 0.100
H -0.80 6.20 -2.05 0.111
H 0.79 5.80 -0.21 0.116
H 0.62 -0.67 -1.20 0.065
H -0.73 -0.46 -3.30 0.103
H -1.44 1.79 -4.04 0.105
C -1.35 -3.53 3.17 -0.021
N -1.32 -3.86 1.75 -0.067
C -0.38 -3.43 0.87 -0.728
Se 1.06 -2.36 1.22 0.731
N -0.73 -3.94 -0.33 0.117
C -1.88 -4.70 -0.24 -0.177
C -2.63 -5.40 -1.17 -0.008
C -3.76 -6.06 -0.71 -0.083
C -4.12 -6.03 0.64 -0.080
C -3.37 -5.32 1.57 -0.002
C -2.25 -4.65 1.10 -0.158
H -0.67 -2.70 3.34 0.045
H -1.04 -4.38 3.77 0.102
H -2.36 -3.23 3.44 0.095
H -0.18 -3.77 -1.16 0.151
H -2.35 -5.42 -2.22 0.114
H -4.37 -6.61 -1.41 0.105
H -5.00 -6.57 0.97 0.105
H -3.66 -5.29 2.61 0.113
N 4.38 -3.49 0.14 0.180
C 5.06 -2.91 -0.87 -0.502
O 6.00 -3.42 -1.44 0.060
C 4.57 -1.54 -1.29 -0.100
C 4.89 -1.07 -2.55 0.017
C 4.46 0.18 -2.94 -0.024
C 3.72 0.93 -2.04 -0.088
N 3.44 0.50 -0.81 0.013
C 3.87 -0.71 -0.44 -0.073
H 4.69 -4.40 0.45 0.116
H 3.53 -3.11 0.52 -0.018
H 5.48 -1.70 -3.21 0.126
H 4.69 0.59 -3.91 0.112
H 3.35 1.92 -2.30 0.127
H 3.66 -0.98 0.59 0.094
```

Computed properties:
* max |F|: 0.52 eV Å⁻¹
* spin multiplicity: 4
* LUMO (spin up / spin down): 0.0 / -0.4 eV


Record 3
This record from the Open Molecules 2025 dataset describes a 3-piece molecular cluster, C20H33F6NO8S3 overall. The level of theory is ωB97M-V with the def2-TZVPD basis set.

Geometry as XYZ:
```
71
Properties=species:S:1:pos:R:3:lowdin_charge:R:1
C 8.91 -3.94 0.75 -0.129
C 8.97 -3.27 -0.75 -0.242
N 7.72 -2.52 -1.15 -0.266
C 7.27 -1.53 -0.10 -0.243
C 6.44 -0.29 -0.84 -0.103
C 6.60 -3.43 -1.61 -0.948
S 6.25 -3.41 -3.31 0.606
S 5.59 -4.59 -0.53 0.764
C 3.79 -4.20 -1.05 -0.488
C 2.67 -4.98 -0.14 -0.206
C 1.16 -4.82 -0.83 -0.061
C 0.23 -3.68 -0.10 -0.271
F -1.12 -4.34 -0.12 -0.061
O 0.40 -3.50 1.38 -0.151
S -0.66 -2.23 1.81 0.915
O -0.21 -1.49 3.10 -0.274
O -2.17 -2.52 2.01 -0.304
O -0.55 -1.40 0.30 -0.217
C -0.10 -2.26 -0.85 -0.068
C 1.04 -1.50 -1.75 -0.111
F 1.74 -2.35 -2.74 0.028
F 0.30 -0.46 -2.55 0.013
C 2.17 -0.68 -0.90 -0.120
F 3.42 -0.67 -1.75 0.016
F 2.43 -1.19 0.47 0.055
F 1.73 0.76 -0.88 0.032
H 9.99 -4.41 0.94 0.088
H 8.74 -3.17 1.62 0.074
H 8.15 -4.85 0.76 0.063
H 9.09 -4.18 -1.52 0.133
H 9.92 -2.59 -0.93 0.132
H 6.53 -2.08 0.63 0.105
H 8.20 -1.11 0.52 0.138
H 6.32 -0.59 -1.97 0.067
H 7.09 0.71 -0.79 0.085
H 5.44 -0.04 -0.29 0.067
H 3.64 -4.32 -2.21 0.077
H 3.66 -3.04 -0.81 0.069
H 2.91 -6.14 -0.23 0.125
H 2.69 -4.70 1.00 0.126
H 0.62 -5.86 -0.61 0.148
H 1.21 -4.74 -2.00 0.142
H -1.12 -2.33 -1.46 0.214
C -4.39 -0.53 1.67 -0.064
C -4.77 0.36 0.50 -0.223
O -5.66 1.41 0.92 -0.002
C -5.26 2.60 1.41 -0.480
C -3.83 2.76 1.85 0.012
O -6.07 3.51 1.57 0.067
H -3.85 0.03 2.44 0.076
H -3.77 -1.36 1.34 0.048
H -5.29 -0.93 2.16 0.092
H -3.90 0.76 -0.02 0.113
H -5.32 -0.24 -0.23 0.124
H -3.75 2.49 2.91 0.101
H -3.54 3.81 1.73 0.097
H -3.13 2.18 1.26 0.071
C -7.51 5.51 -0.39 -0.074
C -7.15 6.33 0.83 -0.232
O -6.28 7.42 0.49 -0.007
C -6.70 8.63 0.07 -0.505
C -8.13 8.79 -0.37 -0.001
O -5.91 9.57 -0.03 0.069
H -8.06 6.11 -1.12 0.064
H -8.13 4.65 -0.12 0.082
H -6.61 5.16 -0.90 0.083
H -8.03 6.68 1.38 0.115
H -6.60 5.69 1.53 0.099
H -8.20 8.59 -1.44 0.096
H -8.44 9.82 -0.17 0.092
H -8.83 8.16 0.18 0.069
```

Computed properties:
* structure (SMILES): CCN(CC)C(=S)SCCC[C@@]1(F)OS(=O)(=O)O[C@H]1C(F)(F)C(F)(F)F.CCOC(C)=O.CCOC(C)=O
* max |F|: 6.32 eV Å⁻¹
* LUMO: -1.1 eV


Record 4
This record from the Open Molecules 2025 dataset describes C34H89BF7N7O11Pt as an isolated structure. The level of theory is ωB97M-V with the def2-TZVPD basis set.

Geometry as XYZ:
```
150
Properties=species:S:1:pos:R:3:lowdin_charge:R:1
Pt 3.58 0.52 -0.26 0.976
C 0.25 0.28 0.24 -0.361
O 0.21 1.55 -0.40 -0.097
O 1.49 -0.27 -0.08 -0.309
C -0.29 0.27 1.73 -0.612
F -1.26 1.15 1.90 0.141
F -0.96 -0.84 1.98 0.154
F 0.59 0.49 2.65 0.191
C -0.84 1.86 -1.34 -0.236
C -0.73 3.34 -1.74 -0.053
H -1.57 3.58 -2.40 0.081
H -0.95 3.89 -0.83 0.066
H 0.24 3.47 -2.21 0.067
H -1.88 1.85 -1.01 0.080
H -0.85 1.27 -2.26 0.108
H -0.46 -0.39 -0.25 0.135
B 3.16 4.29 -3.55 -1.468
F 4.00 4.23 -2.55 0.207
F 2.06 5.15 -3.33 0.066
F 3.76 4.76 -4.71 0.119
F 2.55 3.10 -3.73 0.154
C -0.81 1.82 5.54 -0.185
C 0.08 2.93 4.89 -0.262
O 0.73 3.50 5.99 -0.056
O -1.67 1.22 4.53 -0.111
H -1.28 2.23 6.43 0.126
H -0.08 1.11 5.94 0.109
H -0.62 3.54 4.33 0.122
H 0.86 2.48 4.26 0.099
H 1.38 4.06 5.56 0.086
H -1.32 1.25 3.64 0.028
C -2.36 -3.43 2.78 -0.082
C -2.48 -3.62 4.29 -0.409
C -2.07 -2.34 5.02 -0.201
O -2.37 -2.43 6.40 -0.165
C -1.88 -1.33 7.12 -0.111
N -3.81 -4.14 4.64 0.048
H -1.30 -3.50 2.54 0.051
H -2.70 -2.48 2.36 0.061
H -3.05 -4.08 2.24 0.083
H -1.69 -4.36 4.43 0.130
H -2.45 -1.45 4.53 0.106
H -1.00 -2.22 4.81 0.130
H -2.63 -1.16 7.89 0.091
H -1.90 -0.39 6.57 0.062
H -0.89 -1.47 7.55 0.092
H -3.75 -5.14 4.75 0.066
H -4.04 -3.81 5.58 0.056
C -2.20 -3.41 -4.55 -0.021
C -3.34 -2.29 -4.50 -0.384
C -3.30 -1.28 -3.39 -0.237
O -3.71 -1.79 -2.17 -0.172
C -4.21 -0.93 -1.17 -0.094
N -3.40 -1.59 -5.83 0.044
H -1.30 -3.00 -5.01 0.044
H -2.58 -4.30 -5.04 0.075
H -1.94 -3.69 -3.53 0.048
H -4.28 -2.81 -4.30 0.124
H -3.85 -0.37 -3.64 0.131
H -2.23 -1.04 -3.37 0.098
H -3.79 0.08 -1.12 0.065
H -3.79 -1.21 -0.20 0.077
H -5.30 -0.85 -1.13 0.089
H -3.03 -2.30 -6.46 0.053
H -4.40 -1.51 -6.00 0.063
C 7.89 -0.51 0.09 -0.137
C 6.45 -0.50 -0.18 -0.452
C 5.85 -1.48 0.81 -0.216
O 4.43 -1.52 0.68 -0.314
C 3.80 -2.78 0.36 -0.065
N 5.72 0.77 0.02 -0.031
H 8.07 -0.23 1.13 0.053
H 8.52 0.03 -0.63 0.078
H 8.36 -1.49 0.06 0.075
H 6.23 -0.90 -1.17 0.146
H 6.00 -1.13 1.83 0.108
H 6.43 -2.40 0.81 0.128
H 4.23 -3.58 0.95 0.094
H 3.90 -3.06 -0.69 0.089
H 2.77 -2.68 0.70 0.052
H 6.15 1.33 -0.70 0.091
H 6.16 1.01 0.89 0.052
C -0.96 2.53 -6.28 -0.070
C 0.15 1.96 -5.47 -0.464
C -0.11 0.48 -5.18 -0.206
O 0.81 -0.08 -4.29 -0.180
C 0.70 -1.46 -4.01 -0.112
N 1.45 2.20 -6.04 0.063
H -1.55 1.81 -6.87 0.076
H -0.59 3.27 -6.98 0.078
H -1.63 3.02 -5.57 0.076
H 0.09 2.50 -4.52 0.120
H -0.02 -0.07 -6.12 0.128
H -1.09 0.40 -4.71 0.106
H 0.28 -2.09 -4.80 0.057
H 0.04 -1.54 -3.15 0.075
H 1.73 -1.72 -3.78 0.089
H 1.38 3.20 -6.17 0.075
H 1.45 1.81 -6.97 0.072
C 3.04 4.92 0.35 -0.038
C 3.59 3.52 0.46 -0.425
C 3.42 2.80 1.82 -0.113
O 3.76 1.38 1.70 -0.379
C 3.83 0.63 2.95 -0.068
N 2.99 2.78 -0.58 0.011
H 3.14 5.48 -0.58 0.092
H 3.42 5.59 1.12 0.080
H 1.97 4.88 0.56 0.085
H 4.61 3.53 0.08 0.135
H 2.40 2.93 2.16 0.115
H 3.94 3.16 2.70 0.118
H 4.03 -0.40 2.68 0.077
H 2.86 0.63 3.45 0.069
H 4.48 0.99 3.75 0.070
H 2.00 2.93 -0.44 0.074
H 3.17 3.26 -1.46 0.053
C -1.26 -3.64 -0.88 -0.030
C 0.09 -4.22 -0.36 -0.391
C 1.18 -4.47 -1.39 -0.259
O 0.69 -5.21 -2.42 -0.152
C 1.42 -4.93 -3.60 -0.091
N 0.55 -3.49 0.83 0.057
H -1.90 -3.48 -0.01 0.060
H -1.55 -4.41 -1.59 0.070
H -1.18 -2.64 -1.30 0.063
H -0.15 -5.22 0.00 0.131
H 1.96 -5.04 -0.88 0.131
H 1.55 -3.48 -1.67 0.118
H 2.49 -5.09 -3.41 0.086
H 1.40 -3.91 -3.99 0.058
H 1.15 -5.63 -4.39 0.092
H -0.32 -3.27 1.29 0.004
H 1.05 -2.63 0.64 0.027
C -6.22 1.18 2.23 -0.036
C -4.76 1.66 2.62 -0.404
C -4.62 3.19 2.77 -0.206
O -4.72 3.85 1.49 -0.178
C -3.65 3.34 0.51 -0.046
N -4.46 0.95 3.90 0.044
H -6.84 1.98 2.63 0.068
H -6.50 0.26 2.74 0.066
H -6.35 1.18 1.15 0.065
H -4.03 1.32 1.89 0.096
H -3.73 3.41 3.36 0.110
H -5.41 3.65 3.36 0.120
H -3.29 4.10 -0.18 0.077
H -3.87 2.37 0.05 0.059
H -2.73 3.16 1.06 0.065
H -3.46 0.98 4.03 0.009
H -4.62 -0.03 3.71 0.052
```

Computed properties:
* max |F|: 4.77 eV Å⁻¹
* total charge: -1
* spin multiplicity: 4
* LUMO (spin up / spin down): 1.9 / 1.0 eV


Record 5
This record from the Open Molecules 2025 dataset describes one molecule with the formula C4H4N2S. The level of theory is ωB97M-V with the def2-TZVPD basis set.

Geometry as XYZ:
```
11
Properties=species:S:1:pos:R:3:lowdin_charge:R:1
C -0.58 -0.13 0.46 -0.068
C 0.87 0.07 -0.01 -0.793
S 0.90 -0.06 -1.85 0.794
C 1.57 1.29 0.43 -0.215
N 2.16 2.19 0.80 0.201
C 1.62 -1.04 0.45 -0.309
N 2.08 -2.07 0.65 0.200
H -1.21 -0.96 0.18 0.100
H -0.98 0.75 0.18 0.046
H -0.58 -0.39 1.47 0.076
H 0.31 -1.37 -1.96 -0.032
```

Computed properties:
* structure (SMILES): CC(S)(C#N)C#N
* max |F|: 3.82 eV Å⁻¹
* energy above the lowest of the compared OMol25 structures with the same formula, charge and spin: 50.4 kcal per mole
* LUMO: 0.3 eV


Record 6
This record from the Open Molecules 2025 dataset describes one molecule with the formula CH2N4O2. The level of theory is ωB97M-V with the def2-TZVPD basis set.

Geometry as XYZ:
```
9
Properties=species:S:1:pos:R:3:lowdin_charge:R:1
N 0.66 2.26 1.33 0.169
C 0.28 1.33 0.76 -0.113
N -0.11 0.04 0.05 -0.095
N -0.54 0.28 -1.24 0.112
N 0.10 -1.13 0.65 -0.456
O 0.33 -0.99 1.79 0.119
O 0.00 -2.14 -0.02 0.090
H 0.07 0.93 -1.71 0.108
H -0.79 -0.58 -1.61 0.067
```

Computed properties:
* structure (SMILES): N#CN(N)[N+](=O)[O-]
* max |F|: 7.03 eV Å⁻¹
* energy above the lowest of the compared OMol25 structures with the same formula, charge and spin: 123.5 kcal per mole
* LUMO: 0.2 eV


Number 6 is which compound? CH2N4O2